Entry from the OMol25 dataset: a structure of composition C41H43Br2Cl2F4N3O4RbS2 in a non-equilibrium geometry (wB97M-V/def2-TZVPD).

Values from the calculation:
lowest unoccupied orbital energy = 1.44 eV
largest force on an atom = 2.79 eV Å⁻¹
charge = -1

```
102
Properties=species:S:1:pos:R:3:forces:R:3
Rb -5.7909 -21.5863 -10.5408 0.044 -0.285 0.168
C -1.3938 -24.5383 -11.1317 0.478 0.473 -0.270
C -2.0728 -25.0679 -12.3876 0.156 -0.697 -0.814
N -3.3860 -24.5374 -12.7005 -0.432 0.751 0.221
C -3.5371 -24.0225 -14.0970 -0.314 -0.616 1.434
C -2.7328 -22.7455 -14.3330 -0.123 -0.082 0.543
C -4.5301 -25.4013 -12.2846 0.545 0.535 -0.900
C -4.5566 -25.9883 -10.8649 0.138 0.208 -0.454
N -4.4991 -24.9815 -9.8282 0.109 -0.306 -0.429
C -4.5534 -25.4547 -8.5946 0.527 1.382 1.268
C -4.0396 -24.5740 -7.5340 -0.735 -0.967 0.266
F -3.6985 -23.3106 -7.8610 0.274 0.056 -0.288
C -3.9444 -24.9415 -6.2042 0.015 -0.716 -1.023
F -3.3483 -24.0706 -5.3536 -0.282 -0.346 0.060
C -4.3785 -26.2142 -5.7683 -0.216 0.004 0.460
C -5.0195 -27.0216 -6.7265 -0.052 1.420 0.032
F -5.8033 -28.0469 -6.3410 0.378 -0.572 0.288
C -5.0924 -26.6671 -8.0623 0.206 -0.090 -0.560
F -5.8136 -27.4733 -8.9271 0.219 0.181 0.807
H -0.5134 -25.1748 -10.9653 -0.014 0.302 0.122
H -2.0263 -24.5749 -10.2447 -0.241 -0.113 -0.156
H -1.0665 -23.4894 -11.2721 -0.050 -0.446 0.037
H -2.1446 -26.1643 -12.2430 -0.022 0.176 -0.257
H -1.4142 -24.9308 -13.2917 -0.353 -0.069 0.855
H -4.6107 -23.8209 -14.2622 0.351 -0.088 0.147
H -3.2580 -24.8496 -14.7588 0.118 0.123 -0.553
H -3.0592 -21.9862 -13.5761 0.605 -0.626 -0.500
H -2.9400 -22.3204 -15.3173 0.078 -0.122 -0.089
H -1.6541 -22.9918 -14.2678 -0.511 0.541 0.120
H -4.5782 -26.2601 -13.0106 -0.247 0.351 0.411
H -5.3773 -24.7217 -12.4437 -0.300 -0.538 0.149
H -3.6772 -26.6960 -10.7894 -0.796 0.241 0.078
H -5.5021 -26.5636 -10.8228 0.584 -0.074 -0.260
H -4.3145 -26.4963 -4.6989 -0.175 0.195 -0.931
Cl -8.3536 -17.9668 -8.7889 0.037 0.281 -0.219
C -9.3244 -19.3385 -8.2184 0.081 0.098 0.322
Cl -9.3859 -20.6314 -9.4486 -0.467 0.254 -0.058
H -10.3318 -18.9254 -8.0070 0.636 -0.652 -0.214
H -8.7743 -19.7846 -7.3588 -0.688 0.150 -0.384
O -8.2986 -23.6206 -12.7167 -0.874 -0.041 -0.606
S -9.0615 -24.3413 -13.7949 1.192 -0.429 0.120
C -8.3587 -23.7134 -15.4294 -0.512 0.276 -0.173
C -8.8049 -22.2930 -15.8265 -0.494 -0.467 -1.234
C -8.3780 -21.1413 -14.9522 0.313 -0.004 1.665
C -7.2387 -20.3476 -15.5035 1.774 -0.222 -0.352
S -6.2286 -19.3933 -14.2790 -0.898 0.177 -0.013
O -6.2639 -20.2120 -13.0446 0.178 -0.247 0.366
C -7.3379 -17.9634 -14.0205 0.158 -1.116 -0.044
C -8.4829 -18.0259 -13.2526 -0.854 0.634 0.673
C -9.2567 -16.8542 -13.0931 0.584 -0.836 -0.208
C -8.9231 -15.7288 -13.8224 0.396 0.393 -0.856
C -7.8569 -15.7424 -14.7430 0.498 -0.079 1.057
C -6.9815 -16.8285 -14.7123 -0.338 0.246 -1.095
C -10.7975 -23.8200 -13.8171 -0.336 0.690 0.128
C -11.2194 -22.8298 -12.9140 0.370 0.212 -0.097
C -12.5091 -22.2982 -12.9842 -0.202 -0.892 -0.261
C -13.4432 -22.9522 -13.8122 0.179 0.791 0.451
C -13.0510 -23.9971 -14.6245 0.474 -0.320 -0.854
C -11.7121 -24.4291 -14.6797 -0.122 0.694 0.918
H -8.7352 -24.3994 -16.2173 0.291 0.109 0.569
H -7.2494 -23.8510 -15.3254 -1.025 0.130 0.131
H -9.9085 -22.3014 -15.9104 0.387 -0.103 0.250
H -8.5064 -22.0792 -16.8864 0.061 -0.359 0.698
H -8.0653 -21.4797 -13.9409 -0.202 -0.112 -0.521
H -9.2289 -20.5080 -14.7616 -0.328 0.437 -0.039
H -7.4773 -19.6495 -16.2764 -0.490 0.643 -0.540
H -6.4652 -20.9987 -15.9830 -0.478 0.171 0.535
H -8.8141 -18.9135 -12.7159 0.438 0.001 -0.124
H -10.1081 -16.8701 -12.4188 0.163 0.082 -0.087
H -9.4604 -14.7972 -13.7123 -0.302 -0.090 0.013
H -7.6232 -14.8721 -15.3542 -0.115 -0.139 0.218
H -6.0800 -16.8965 -15.3265 -0.219 0.370 0.111
H -10.5148 -22.5148 -12.1419 -0.028 0.289 -0.413
H -12.8002 -21.4149 -12.4111 0.135 -0.503 0.083
H -14.4929 -22.6410 -13.8089 0.448 0.006 -0.106
H -13.7813 -24.3888 -15.3318 0.165 -0.269 0.308
H -11.3670 -25.2511 -15.2809 -0.180 -0.136 -0.442
Br -3.9267 -17.3209 -9.7060 0.310 -0.724 -0.162
C -2.6539 -18.7594 -9.7400 1.151 -1.730 0.506
C -1.3238 -18.4839 -9.3293 -0.502 -0.116 -0.209
C -0.3548 -19.4830 -9.3283 -1.618 -1.315 -1.317
C -0.7527 -20.7850 -9.8175 -0.254 1.951 1.042
C -2.1080 -21.0056 -10.0337 -0.317 0.072 -0.445
N -3.0360 -20.0094 -10.0175 0.151 0.751 0.066
H -1.0978 -17.4770 -9.0353 0.197 0.244 0.173
H 0.6565 -19.2664 -9.0226 0.096 -0.040 -0.030
H -0.0398 -21.5677 -9.9661 0.235 -0.388 0.179
H -2.4940 -22.0339 -10.2652 0.370 1.103 0.217
Br -1.8872 -20.2536 -3.0960 0.043 -0.023 -0.286
C -3.3177 -20.5019 -4.3430 -0.399 -0.130 0.156
C -4.5532 -20.8539 -3.8061 -0.087 0.182 0.146
C -5.6644 -20.9795 -4.6147 -0.070 0.087 -0.951
C -5.5653 -20.7329 -5.9985 1.315 -0.264 1.302
C -4.3084 -20.3987 -6.4930 0.511 0.120 -0.374
C -3.1559 -20.2965 -5.7047 -0.626 0.105 0.839
C -6.7589 -20.8133 -6.8744 -0.924 0.625 -2.091
O -7.8800 -20.8837 -6.2867 1.210 -0.160 -0.775
O -6.5387 -20.6945 -8.1549 -0.660 -0.396 2.685
H -4.6879 -20.9604 -2.7413 0.237 -0.150 0.146
H -6.6352 -21.2571 -4.2171 0.139 0.090 0.020
H -4.2051 -20.1839 -7.5457 -0.168 -0.092 -0.168
H -2.1856 -19.9866 -6.0683 -0.108 -0.099 -0.325
```
Positions in Å, forces in eV/Å.

=====

Entry from the OMol25 dataset: a structure of composition C41H43BrCaN7O4S4Te in a non-equilibrium geometry (wB97M-V/def2-TZVPD).

Values from the calculation:
lowest unoccupied orbital energy (spin up / spin down) = 3.44 / 3.44 eV
largest force on an atom = 1.97 eV Å⁻¹
charge = -2
2S+1 = 2
⟨S²⟩ = 0.76

```
102
Properties=species:S:1:pos:R:3:forces:R:3
Ca 0.7765 -2.6121 0.5741 0.202 -0.928 1.725
O 7.8750 -1.6759 -0.1212 -0.018 0.006 -0.003
C 6.6864 -1.8725 0.0375 0.030 0.027 -0.009
S 5.7336 -2.9968 -0.9178 -0.116 -0.008 0.027
C 4.1662 -2.7538 -0.1235 0.453 0.276 0.129
C 4.1439 -1.8538 0.8855 0.439 -0.073 -0.280
S 2.8222 -1.3548 1.8831 -0.022 0.194 0.385
S 5.6978 -1.0662 1.2448 -0.164 -0.056 -0.015
S 2.8665 -3.6939 -0.7787 -0.057 -0.361 -0.297
N -2.2883 -4.9197 0.0521 0.077 -0.169 -0.205
N -1.3783 -5.4485 -0.9085 0.212 0.380 0.216
C -0.0846 -5.7283 -0.5505 0.036 -0.667 -0.184
N 0.7712 -6.0360 -1.5591 0.051 0.288 0.047
N 0.1415 -5.7968 0.7403 -0.782 0.434 0.189
N 1.2945 -6.3230 1.2271 0.680 -0.406 -0.033
O 1.5380 -6.0894 2.3842 -0.085 0.180 0.146
O 2.0031 -7.0522 0.5289 -0.037 -0.117 -0.208
H -2.0639 -3.9347 0.1672 0.091 0.098 0.065
H -2.0554 -5.3630 0.9375 -0.028 0.033 0.003
H -1.4556 -4.9402 -1.7770 -0.077 -0.058 -0.080
H 0.7520 -5.4020 -2.3466 -0.086 -0.026 0.003
H 1.7032 -6.2362 -1.2126 0.041 0.030 -0.103
C -0.0281 1.0636 1.9571 -0.216 -0.258 -0.145
C -1.3929 1.0243 2.5606 -0.273 0.002 0.119
C -1.9397 2.1547 3.1720 0.160 0.052 -0.073
C -3.2512 2.1614 3.6217 -0.132 0.040 0.054
C -4.0502 1.0374 3.4743 0.088 -0.020 -0.033
C -3.5083 -0.1077 2.9018 -0.134 0.028 -0.008
C -2.1998 -0.1164 2.4539 0.213 0.094 -0.038
H 0.5132 0.1272 2.0572 0.022 0.018 -0.081
H 0.5528 1.9006 2.3305 0.052 0.030 -0.164
H -1.3268 3.0428 3.2863 0.013 0.000 -0.032
H -3.6564 3.0523 4.0885 0.031 0.013 -0.005
H -5.0799 1.0451 3.8098 0.007 0.006 0.033
H -4.1176 -0.9983 2.8027 0.078 -0.037 0.028
H -1.7732 -1.0112 2.0248 0.018 -0.030 0.000
C 1.2746 7.2175 2.2375 -0.066 -0.081 -0.042
C 0.8810 5.9256 1.5678 0.017 0.043 0.009
C 1.8338 4.9676 1.2498 -0.056 0.035 0.000
C 1.4866 3.7603 0.6523 -0.001 -0.081 -0.115
C 2.5785 2.7601 0.3790 -0.064 0.094 0.027
C 0.1436 3.4817 0.3373 -0.028 0.098 0.160
Te -0.5286 1.3536 -0.1878 0.335 0.553 0.440
N -0.2705 -0.7351 -0.1990 -0.652 0.207 -1.057
C -0.8023 -1.4506 -1.1636 -0.123 0.590 0.308
O -0.5742 -2.7060 -1.2617 -0.369 -0.429 -0.379
C -1.7570 -0.8952 -2.1946 -0.135 -0.054 -0.052
C -1.4248 -0.9130 -3.5452 0.148 0.030 0.089
C -2.3085 -0.4229 -4.4935 -0.025 -0.002 -0.062
C -3.5560 0.0497 -4.1082 0.026 0.023 0.090
C -3.9129 0.0259 -2.7654 -0.083 0.054 -0.115
C -3.0174 -0.4340 -1.8133 0.185 -0.114 0.074
C 0.6015 1.5111 -2.0396 0.084 -0.091 -0.141
C 1.7473 0.7825 -2.3725 -0.046 -0.050 0.268
C 2.4991 -0.0920 -1.4131 -0.120 0.057 -0.126
C 2.2526 0.8657 -3.6728 -0.050 0.049 -0.084
C 1.6584 1.6452 -4.6459 0.026 0.004 -0.002
C 2.1981 1.7055 -6.0505 -0.047 -0.004 0.085
C 0.5355 2.3857 -4.2930 0.048 -0.068 -0.026
C 0.0001 2.3297 -3.0163 -0.133 0.065 0.162
C -1.2200 3.1638 -2.7213 0.077 -0.051 -0.053
C -0.8204 4.4489 0.6675 -0.089 -0.124 -0.193
C -2.2964 4.2593 0.3822 0.128 0.025 0.032
C -0.4425 5.6507 1.2656 0.083 0.045 0.022
H 2.3456 7.2360 2.4378 0.003 0.037 0.010
H 0.7482 7.3377 3.1867 0.014 0.040 0.004
H 1.0277 8.0759 1.6087 0.016 0.025 0.025
H 2.8747 5.1586 1.4936 0.012 -0.031 -0.013
H 3.5156 3.0632 0.8462 -0.003 -0.010 0.002
H 2.7477 2.6592 -0.6938 0.007 -0.065 -0.001
H 2.3186 1.7761 0.7728 0.101 -0.056 -0.006
H -0.4579 -1.3037 -3.8404 0.012 0.046 -0.010
H -2.0241 -0.4162 -5.5390 0.002 0.007 0.004
H -4.2479 0.4348 -4.8473 -0.006 -0.024 -0.012
H -4.8956 0.3658 -2.4607 0.015 0.015 0.015
H -3.3001 -0.4670 -0.7670 0.036 0.080 0.021
H 2.1251 -0.0097 -0.3999 0.081 -0.073 0.095
H 3.5605 0.1659 -1.4098 0.008 0.015 0.011
H 2.4261 -1.1413 -1.7148 0.015 -0.010 0.046
H 3.1400 0.2887 -3.9135 0.004 -0.006 0.016
H 3.0939 1.0938 -6.1526 0.009 0.013 -0.017
H 2.4454 2.7336 -6.3230 0.025 -0.015 -0.049
H 1.4530 1.3426 -6.7620 0.026 0.009 -0.036
H 0.0548 3.0105 -5.0404 -0.024 0.011 0.029
H -1.5577 3.6765 -3.6225 0.009 0.001 0.008
H -0.9864 3.9084 -1.9593 -0.077 0.026 -0.016
H -2.0413 2.5461 -2.3543 -0.072 0.015 0.002
H -2.5339 3.2162 0.1912 -0.128 0.020 -0.014
H -2.5979 4.8447 -0.4913 -0.020 -0.024 -0.002
H -2.8987 4.5915 1.2292 -0.004 -0.004 0.011
H -1.2060 6.3849 1.5129 -0.031 -0.028 0.007
Br 1.3088 -4.6409 6.2749 0.129 -0.047 0.117
C 0.0066 -4.1265 4.9936 0.012 0.296 -0.499
C -1.3627 -4.3574 5.2869 -0.184 -0.200 0.417
C -2.2720 -3.9419 4.2931 0.153 0.118 -0.302
C -1.8093 -3.3703 3.1367 -0.274 -0.231 0.214
N -0.4780 -3.1493 2.8642 0.325 0.446 -1.186
C 0.4064 -3.5410 3.8275 -0.031 -0.202 0.659
H -1.6772 -4.8285 6.2066 0.018 0.018 -0.020
H -3.3393 -4.0679 4.4392 -0.015 -0.010 -0.043
H -2.5149 -3.0601 2.3692 -0.010 0.002 0.019
H 1.4560 -3.3556 3.6313 0.008 -0.039 -0.002
```
Positions in Å, forces in eV/Å.